Below is 3 unconnected molecules or ions with the total composition C22H28BrClFN3O4S2, with properties calculated with ωB97M-V/def2-TZVPD.

```
62
Properties=species:S:1:pos:R:3
C 5.31 1.69 0.29
C 5.63 0.20 0.39
Br 6.03 -0.62 -1.34
C 4.58 -0.63 1.13
C 3.19 -0.74 0.56
C 2.73 -0.06 -0.57
C 1.42 -0.19 -1.01
Cl 0.93 0.69 -2.41
C 0.53 -1.01 -0.34
C 0.99 -1.71 0.78
C 2.29 -1.58 1.22
S -0.16 -2.75 1.62
C -1.55 -1.66 1.52
C -2.44 -1.48 2.56
F -2.26 -2.18 3.70
C -3.50 -0.60 2.46
C -3.67 0.13 1.29
C -4.81 1.11 1.21
S -5.79 1.03 -0.26
O -6.99 1.80 -0.02
O -5.89 -0.33 -0.72
C -2.79 -0.06 0.23
C -1.74 -0.95 0.33
N -0.83 -1.14 -0.76
H 4.25 1.92 0.39
H 5.62 2.07 -0.69
H 5.87 2.26 1.03
H 6.55 0.10 0.96
H 4.97 -1.63 1.32
H 4.49 -0.16 2.12
H 3.39 0.58 -1.14
H 2.61 -2.13 2.10
H -4.16 -0.48 3.31
H -4.44 2.14 1.28
H -5.50 0.98 2.05
H -5.05 1.74 -1.15
H -2.90 0.50 -0.70
H -0.99 -2.05 -1.18
C 8.50 -4.09 0.10
C 9.25 -3.48 1.26
O 8.81 -3.50 2.39
N 10.45 -2.90 0.99
C 11.12 -2.78 -0.29
H 7.57 -4.51 0.47
H 8.27 -3.33 -0.65
H 9.08 -4.89 -0.37
H 10.90 -2.51 1.80
H 12.10 -3.27 -0.25
H 11.28 -1.73 -0.54
H 10.53 -3.24 -1.07
C -9.31 2.75 -1.61
C -10.13 2.98 -2.86
O -10.09 2.23 -3.82
N -10.93 4.09 -2.88
C -11.11 5.08 -1.85
H -8.73 1.84 -1.75
H -8.62 3.58 -1.44
H -9.95 2.63 -0.74
H -11.46 4.19 -3.74
H -12.15 5.12 -1.53
H -10.83 6.07 -2.22
H -10.49 4.85 -0.99
```

Computed properties:
Strongest force on any atom (eV/A): 0.7
E_LUMO (eV): 0.3
SMILES: C[C@H](Br)Cc1cc(Cl)c2c(c1)Sc1c(F)cc(C[SH](=O)=O)cc1N2.CNC(C)=O.CNC(C)=O
M (g/mol): 596.97
Orbital gap (eV): 9.01
HOMO (eV): -8.7